A cluster of 2 separate species, C2H4N2O in total at a distorted geometry. Source: the OMol25 dataset; level of theory: ωB97M-V with the def2-TZVPD basis set.

Summary:
- HOMO level: -9.74 eV
- DFT total energy: -263.30877 Ha
- HOMO-LUMO gap: 10.7 eV
- Net charge: 0

The geometry in XYZ format:
```
9
Properties=species:S:1:pos:R:3:forces:R:3:lowdin_charge:R:1
N 1.628 1.209 0.745 0.2187 -0.1387 -1.3362 0.104
C 1.466 0.954 -0.389 0.9926 0.5810 1.1037 0.000
N -0.887 -0.025 -0.693 -0.3140 -0.2012 -0.0726 0.069
C -0.949 -1.221 -0.051 -0.0323 0.0108 -0.1252 -0.442
O -1.867 -1.590 0.653 0.2114 0.1105 -0.0529 -0.004
H 2.209 1.561 1.469 0.0300 0.1002 0.5688 0.073
H -0.003 0.285 -1.116 -0.9715 -0.4104 0.1431 -0.030
H -1.532 0.684 -0.371 -0.0068 -0.0766 -0.2049 0.106
H -0.064 -1.857 -0.249 -0.1281 0.0244 -0.0239 0.124
```
Positions in Å, forces in eV/Å.

---

The molecule C2H4N2O at a distorted geometry. Source: the OMol25 dataset; level of theory: ωB97M-V with the def2-TZVPD basis set.

Summary:
- HOMO level: -9.18 eV
- DFT total energy: -263.23734 Ha
- Structure (SMILES): C1=NCON1
- HOMO-LUMO gap: 9.4 eV
- Net charge: 0

The geometry in XYZ format:
```
9
Properties=species:S:1:pos:R:3:forces:R:3:lowdin_charge:R:1
N -0.090 0.679 1.284 0.6961 -1.1413 -0.7525 0.103
C -0.951 0.367 0.271 -0.2967 -0.4532 -0.7946 -0.294
N -0.619 -0.453 -0.632 -0.5101 0.6678 -0.4955 0.045
C 0.760 -0.789 -0.452 -0.5491 -0.5129 0.0015 -0.274
O 1.290 -0.049 0.658 -1.9232 1.9618 1.0035 -0.075
H -0.250 1.678 1.566 1.9184 -0.7729 -0.5391 0.133
H -1.916 0.858 0.198 -0.1199 -0.0308 0.5054 0.126
H 0.716 -1.860 -0.222 0.6844 -0.0403 0.2925 0.115
H 1.289 -0.653 -1.420 0.1001 0.3219 0.7788 0.121
```
Positions in Å, forces in eV/Å.

---

A cluster of 2 separate species, C2H4N2O in total. Source: the OMol25 dataset; level of theory: ωB97M-V with the def2-TZVPD basis set.

Summary:
- HOMO level: -9.76 eV
- DFT total energy: -263.28413 Ha
- HOMO-LUMO gap: 10.6 eV
- Net charge: 0

The geometry in XYZ format:
```
9
Properties=species:S:1:pos:R:3:forces:R:3:lowdin_charge:R:1
N -1.189 -1.382 0.589 0.1354 0.0280 -0.0409 0.056
C -0.143 -0.750 0.171 0.0841 -0.0962 -0.0011 -0.325
N -0.455 0.542 0.081 0.2487 -0.0252 -0.0658 0.012
C 0.531 1.417 -0.346 0.0040 0.2567 -0.0328 -0.373
O 0.453 2.609 -0.494 -0.2460 -0.3957 0.1323 0.037
H -1.132 -2.386 0.719 -0.3961 0.2207 0.0901 0.081
H 0.830 -1.167 -0.069 0.0110 -0.0736 -0.0013 0.135
H -1.624 -0.073 0.538 0.2688 -0.0971 -0.0824 0.255
H 1.480 0.870 -0.556 -0.1099 0.1824 0.0018 0.122
```
Positions in Å, forces in eV/Å.

---

The molecule C2H4N2O2. Source: the OMol25 dataset; level of theory: ωB97M-V with the def2-TZVPD basis set.

Summary:
- HOMO level: -10.20 eV
- DFT total energy: -338.64314 Ha
- Structure (SMILES): NC(=O)NC=O
- HOMO-LUMO gap: 10.8 eV
- Net charge: 0

The geometry in XYZ format:
```
10
Properties=species:S:1:pos:R:3:forces:R:3:lowdin_charge:R:1
N 1.799 -0.074 -0.043 -0.0547 0.1486 0.2367 0.162
C 0.526 0.140 0.400 -0.0892 0.1606 0.3096 -0.596
O 0.333 0.700 1.464 -0.0751 -0.1199 -0.2982 0.049
N -0.527 -0.258 -0.422 -0.0876 0.0429 0.0100 0.129
C -1.827 0.043 -0.040 -0.2627 -0.0528 -0.1262 -0.298
O -2.794 -0.201 -0.720 0.4032 0.0193 0.1412 0.049
H 2.069 -0.799 -0.686 -0.1419 0.0114 0.0320 0.101
H 2.421 0.168 0.715 0.3574 -0.2215 -0.3465 0.112
H -0.398 -0.655 -1.343 0.0986 0.0703 0.1544 0.154
H -1.844 0.527 0.946 -0.1479 -0.0591 -0.1130 0.138
```
Positions in Å, forces in eV/Å.

---

A cluster of 2 separate species, C2H4N2O2 in total at a distorted geometry. Source: the OMol25 dataset; level of theory: ωB97M-V with the def2-TZVPD basis set.

Summary:
- HOMO level: -9.22 eV
- DFT total energy: -338.49489 Ha
- Structure (SMILES): [H]/N=C\O.N=C=O
- HOMO-LUMO gap: 9.8 eV
- Net charge: 0

The geometry in XYZ format:
```
10
Properties=species:S:1:pos:R:3:forces:R:3:lowdin_charge:R:1
O 0.100 2.012 0.722 -0.4760 -1.9706 -2.1616 -0.002
C -0.278 1.426 -0.509 -0.7942 -0.0977 0.5285 -0.218
N -0.627 0.241 -0.881 -0.5793 4.7640 -1.4808 0.051
C 0.195 -1.358 0.165 1.5126 -0.3708 -1.7453 -0.340
N 0.394 -0.560 1.154 -0.6887 -3.1727 -1.6184 0.095
O 0.145 -2.081 -0.805 0.1422 1.8391 4.5045 0.129
H -0.198 2.255 -1.201 0.2592 -0.1736 -0.7151 0.112
H -1.358 -0.378 -0.625 -0.2426 -0.0891 0.7160 0.068
H 0.407 1.200 1.165 -0.4307 -0.0751 0.9216 0.029
H 1.317 -0.702 1.481 1.2976 -0.6536 1.0506 0.076
```
Positions in Å, forces in eV/Å.

---

A cluster of 2 separate species, C2H4N2O2 in total at a distorted geometry. Source: the OMol25 dataset; level of theory: ωB97M-V with the def2-TZVPD basis set.

Summary:
- HOMO level: -9.56 eV
- DFT total energy: -338.48642 Ha
- Structure (SMILES): C#[N+][O-].NC=O
- HOMO-LUMO gap: 10.6 eV
- Net charge: 0

The geometry in XYZ format:
```
10
Properties=species:S:1:pos:R:3:forces:R:3:lowdin_charge:R:1
C 2.430 -0.974 -0.084 -0.7753 2.3853 -0.7857 0.145
C -1.185 -0.248 0.408 -1.2150 0.5559 1.3710 -0.425
N 2.074 0.097 -0.373 1.7315 -2.0357 1.1845 -0.237
N -1.806 0.797 -0.207 0.3484 -1.3481 3.2346 0.140
O -0.437 -1.002 -0.129 0.4336 -1.1576 -0.1873 0.007
O 1.907 1.266 -0.512 -0.7461 0.9394 -0.4955 0.012
H 2.591 -1.990 0.021 0.0257 -1.2300 0.0802 0.059
H -1.535 -0.332 1.559 0.9235 0.2139 -2.1249 0.161
H -1.877 0.970 -1.142 0.2769 0.3775 -2.6997 0.071
H -2.161 1.416 0.460 -1.0032 1.2993 0.4229 0.068
```
Positions in Å, forces in eV/Å.

---

The molecule C2H4N2O2 at a distorted geometry. Source: the OMol25 dataset; level of theory: ωB97M-V with the def2-TZVPD basis set.

Summary:
- HOMO level: -9.78 eV
- DFT total energy: -338.46371 Ha
- Structure (SMILES): C=NOC(N)=O
- HOMO-LUMO gap: 10.2 eV
- Net charge: 0

The geometry in XYZ format:
```
10
Properties=species:S:1:pos:R:3:forces:R:3:lowdin_charge:R:1
C -0.464 -1.076 -0.146 3.1847 -4.0396 -3.2150 -0.825
C -0.124 2.242 0.402 1.4553 -0.7453 3.2617 -0.009
H 0.524 -2.890 -0.690 -1.2680 -0.8459 -0.4044 0.050
H 1.780 -1.789 -0.396 -4.7980 0.2411 0.6937 0.188
H 0.767 2.227 1.198 -1.4933 -0.3884 -2.4913 0.146
H -0.549 3.178 0.169 -0.4308 1.0924 -0.1263 0.060
N 0.620 -1.976 -0.344 4.9297 1.5372 0.9184 0.117
N -0.904 1.296 0.117 0.6817 -2.2464 -1.5537 0.119
O -1.492 -1.218 -0.619 -7.2125 -3.1117 -2.7140 0.146
O -0.157 0.006 0.309 4.9511 8.5066 5.6310 0.008
```
Positions in Å, forces in eV/Å.

---

The molecule C2H4N2O2 at a distorted geometry. Source: the OMol25 dataset; level of theory: ωB97M-V with the def2-TZVPD basis set.

Summary:
- HOMO level: -9.68 eV
- DFT total energy: -338.53216 Ha
- Structure (SMILES): [H]/N=C\N(O)C=O
- HOMO-LUMO gap: 10.4 eV
- Net charge: 0

The geometry in XYZ format:
```
10
Properties=species:S:1:pos:R:3:forces:R:3:lowdin_charge:R:1
C -1.125 -0.541 0.026 -0.9427 -0.6031 -0.9463 -0.259
C 1.450 -0.550 -0.013 -2.2296 0.9566 0.6609 -0.224
H 1.049 1.609 0.047 0.7737 0.1326 0.0677 0.089
H -1.162 -1.616 -0.160 0.3066 0.0075 0.4103 0.125
H -2.104 1.071 0.066 0.4374 2.1782 0.2075 0.016
H 1.431 -1.622 -0.003 0.2055 -0.7883 -0.0957 0.133
N 0.130 -0.005 0.108 2.8319 0.4636 -0.3504 -0.107
N -2.205 0.109 -0.029 -0.3793 -2.3952 0.0536 0.130
O 0.123 1.370 -0.026 -0.8075 0.2260 0.2195 0.032
O 2.413 0.175 -0.015 -0.1961 -0.1778 -0.2272 0.064
```
Positions in Å, forces in eV/Å.

---

The molecule C2H4N2O2. Source: the OMol25 dataset; level of theory: ωB97M-V with the def2-TZVPD basis set.

Summary:
- HOMO level: -9.89 eV
- DFT total energy: -338.60004 Ha
- Structure (SMILES): NC(=O)/N=C/O
- HOMO-LUMO gap: 10.6 eV
- Net charge: 0

The geometry in XYZ format:
```
10
Properties=species:S:1:pos:R:3:forces:R:3:lowdin_charge:R:1
N 1.962 0.227 -0.081 -0.0562 -0.0687 0.3129 0.128
C 0.845 -0.535 0.236 -0.0748 -0.1934 0.0268 -0.618
O 0.899 -1.721 0.531 -0.0328 0.9280 -0.2260 0.040
N -0.330 0.168 0.125 -0.5786 -0.3479 0.0153 0.161
C -1.572 0.298 0.202 0.3541 0.0059 -0.0465 -0.230
O -2.456 0.103 -0.804 0.7301 -0.1034 -0.0207 0.058
H 2.835 -0.183 0.230 -0.2691 0.0715 -0.1086 0.100
H 1.888 1.231 0.041 -0.0371 -0.3422 -0.0674 0.094
H -1.955 -0.249 -1.566 -0.2421 0.1391 0.2882 0.126
H -2.116 0.661 1.085 0.2066 -0.0889 -0.1741 0.139
```
Positions in Å, forces in eV/Å.

---

The molecule C2H4N2O2 at a distorted geometry. Source: the OMol25 dataset; level of theory: ωB97M-V with the def2-TZVPD basis set.

Summary:
- HOMO level (alpha / beta): -9.49 / -9.02 eV
- DFT total energy: -338.39499 Ha
- Structure (SMILES): C/C(N=O)=N/O
- HOMO-LUMO gap (alpha / beta): 8.5 / 7.7 eV
- Net charge: 0

The geometry in XYZ format:
```
10
Properties=species:S:1:pos:R:3:forces:R:3:lowdin_charge:R:1
C -0.926 -0.226 -1.168 0.2018 0.0256 0.0111 -0.029
C 0.213 -0.005 -0.219 -0.3181 -1.1623 1.5016 -0.373
O 0.530 0.784 1.928 0.0160 -0.7061 -0.3099 -0.006
N -0.049 -0.158 1.120 -1.5054 1.4382 -0.4301 0.072
N 1.497 0.017 -0.613 0.9812 0.3468 0.8431 0.009
O 2.277 -0.180 0.368 0.2358 0.2197 -1.4886 -0.036
H 0.106 0.642 2.791 0.1903 -0.1731 -0.2736 0.117
H -0.582 -0.163 -2.201 0.0541 0.0206 0.1366 0.080
H -1.717 0.510 -1.001 0.1215 -0.1125 -0.0356 0.079
H -1.348 -1.222 -1.006 0.0228 0.1030 0.0455 0.087
```
Positions in Å, forces in eV/Å.